(a)
Density functional theory data (the ωB97M-V functional and the def2-TZVPD basis) for an isolated molecule of C7H12N2O5.

Net charge: 0
SMILES string: C[C@H](NC(=O)[C@@H](N)CC(=O)O)C(=O)O

Element x y z (Å)
C (1.27, -0.31, -0.17)
C (0.04, -0.81, 0.65)
C (2.50, -0.78, 0.47)
C (3.77, -0.65, -0.31)
C (-2.37, 0.10, 0.50)
C (-3.06, -1.01, -0.36)
C (-2.91, 1.39, 0.00)
H (1.21, 1.74, -1.13)
H (1.18, 1.75, 0.66)
H (1.00, -0.61, -1.20)
H (2.49, -1.89, 0.56)
H (2.81, -0.38, 1.43)
H (3.42, 1.29, -0.27)
H (-0.67, 0.93, -0.42)
H (-2.58, 0.02, 1.53)
H (-2.73, 1.78, -0.99)
H (-3.93, 1.36, 0.14)
H (-2.47, 2.32, 0.57)
H (-1.45, -2.09, -0.52)
N (1.26, 1.16, -0.20)
N (-0.92, 0.14, 0.27)
O (-0.03, -1.78, 1.32)
O (4.42, -1.55, -0.58)
O (4.21, 0.65, -0.36)
O (-4.22, -1.01, -0.53)
O (-2.24, -1.77, -1.07)

(b)
Density functional theory data (the ωB97M-V functional and the def2-TZVPD basis) for an isolated molecule of C7H12N2O5.

Net charge: 0
SMILES string: N[C@@H](CCC(=O)O)C(=O)NCC(=O)O

Element x y z (Å)
C (0.84, -1.58, 0.60)
C (0.31, -1.20, -0.80)
C (0.94, -0.37, 1.52)
C (1.94, 0.70, 1.15)
C (1.53, 1.56, 0.01)
C (-2.12, -0.97, -0.10)
C (-2.88, 0.32, 0.19)
H (2.67, -1.74, -0.20)
H (1.83, -3.13, -0.01)
H (0.15, -2.31, 1.06)
H (-0.02, 0.12, 1.71)
H (1.24, -0.81, 2.49)
H (2.90, 0.26, 0.86)
H (2.17, 1.31, 2.05)
H (2.19, 2.83, -1.21)
H (-1.24, -0.60, -1.97)
H (-1.82, -1.40, 0.86)
H (-2.86, -1.69, -0.53)
H (-1.28, 1.22, -0.43)
N (2.13, -2.27, 0.46)
N (-0.95, -0.83, -0.98)
O (1.07, -1.16, -1.79)
O (0.37, 1.71, -0.35)
O (2.52, 2.33, -0.46)
O (-3.94, 0.32, 0.73)
O (-2.22, 1.42, -0.18)

Quick look at relative energies in kJ/mol: (a) 238.0; (b) 0.0.

(a)
Density functional theory data (the ωB97M-V functional and the def2-TZVPD basis) for an isolated molecule of O2.

Net charge: 0
SMILES string: O=O

Element x y z (Å)
O (0.25, -0.54, 0.04)
O (-0.25, 0.54, -0.04)

(b)
Density functional theory data (the ωB97M-V functional and the def2-TZVPD basis) for a cluster of 2 separate species, O2 in total.

Net charge: 0

Element x y z (Å)
O (0.84, -0.32, 0.46)
O (-0.84, 0.32, -0.46)

(c)
Density functional theory data (the ωB97M-V functional and the def2-TZVPD basis) for an isolated molecule of O2.

Net charge: 0
SMILES string: O=O

Element x y z (Å)
O (-0.05, 0.62, 0.46)
O (0.05, -0.62, -0.46)

Quick look at relative energies in kJ/mol: (a) 0.0; (b) 676.2; (c) 245.2.